# C34H15F16OSi

A 2-piece molecular cluster, C34H15F16OSi overall (wB97M-V/def2-TZVPD, the Open Molecules 2025 dataset).

Values from the calculation:
- Charge: +1
- E_HOMO: -11.72 eV
- Orbital gap: 5.7 eV
- E_LUMO: -6.0 eV

Geometry as XYZ:
```
67
Properties=species:S:1:pos:R:3:forces:R:3
C -1.822 -1.216 -1.027 -0.25 -0.27 0.03
C -0.444 -0.757 -0.705 1.61 -0.24 -0.52
C 0.687 -1.190 -1.329 -1.68 0.37 0.99
O -0.381 0.208 0.250 0.23 0.07 0.89
Si 0.246 0.142 1.814 -0.75 0.08 -1.07
C 1.714 1.292 1.954 0.70 0.31 0.09
C 2.712 1.107 2.916 0.05 -0.22 0.14
F 2.603 0.072 3.791 0.09 0.60 -0.59
C 3.833 1.928 3.023 0.26 -0.15 0.33
F 4.774 1.684 3.958 -0.66 0.20 -0.69
C 3.982 3.001 2.141 0.28 0.12 0.02
F 5.074 3.784 2.203 -0.91 -0.60 -0.04
C 2.988 3.247 1.192 0.01 0.29 -0.25
F 3.117 4.282 0.338 -0.10 -0.66 0.59
C 1.872 2.413 1.131 -0.31 0.02 -0.26
F 0.901 2.719 0.235 0.76 -0.18 0.49
C -1.058 0.818 2.969 -0.50 0.12 0.43
C -1.115 0.443 4.314 0.07 -0.17 0.18
F -0.214 -0.456 4.791 -0.51 0.54 -0.29
C -2.071 0.929 5.204 0.05 -0.18 0.37
F -2.085 0.512 6.487 -0.01 0.33 -0.93
C -3.022 1.846 4.750 -0.21 0.10 0.27
F -3.955 2.326 5.593 0.78 -0.39 -0.71
C -2.993 2.258 3.418 -0.25 0.31 -0.17
F -3.898 3.152 2.970 0.62 -0.64 0.31
C -2.024 1.743 2.558 -0.06 0.06 -0.41
F -2.045 2.158 1.265 -0.02 -0.16 0.94
C 0.609 -1.676 2.121 0.32 -0.80 -0.15
C 1.847 -2.263 1.836 0.06 0.33 -0.14
F 2.823 -1.506 1.259 -0.46 -0.46 0.50
C 2.129 -3.604 2.068 0.32 -0.05 -0.04
F 3.361 -4.100 1.815 -0.69 0.24 0.07
C 1.134 -4.440 2.574 0.02 -0.22 0.21
F 1.404 -5.728 2.847 -0.21 0.94 -0.27
C -0.140 -3.918 2.803 -0.29 -0.33 0.23
F -1.115 -4.711 3.290 0.67 0.55 -0.45
C -0.380 -2.574 2.537 -0.50 0.41 -0.01
F -1.663 -2.128 2.658 0.96 -0.34 0.14
H -1.792 -2.031 -1.757 -0.02 0.15 0.09
H -2.336 -1.580 -0.124 0.12 0.20 -0.23
H -2.406 -0.387 -1.451 0.13 -0.17 0.20
H 1.653 -0.739 -1.105 -0.23 -0.26 0.12
H 0.567 -2.025 -2.007 0.07 0.25 0.13
F 7.283 -3.407 -0.360 -1.49 0.49 -0.86
C 6.143 -3.023 -1.012 0.93 -0.34 0.55
C 6.158 -1.826 -1.727 -0.19 -0.12 -0.22
C 4.996 -1.448 -2.379 -0.31 0.19 0.12
C 3.828 -2.260 -2.351 -0.16 -0.03 1.05
C 2.676 -1.803 -3.074 1.58 -0.61 -1.92
C 1.856 -2.590 -3.924 -0.42 -0.09 -0.11
C 0.998 -1.914 -4.850 -0.17 0.03 0.56
C -0.090 -2.566 -5.403 0.19 -0.01 -0.24
C -0.315 -3.925 -5.114 0.25 0.42 0.17
C 0.616 -4.645 -4.355 0.42 -0.11 0.11
C 1.736 -4.010 -3.821 -0.39 0.13 -0.10
C 3.856 -3.449 -1.572 0.27 -0.11 -0.24
C 5.017 -3.843 -0.920 -0.19 0.10 -0.24
H 7.063 -1.225 -1.785 -0.21 -0.18 0.08
H 4.966 -0.528 -2.969 0.12 -0.22 0.28
H 2.601 -0.718 -3.204 0.01 -0.30 -0.09
H 1.215 -0.866 -5.087 -0.33 -0.35 0.27
H -0.764 -2.024 -6.068 0.22 -0.23 0.20
H -1.199 -4.422 -5.509 0.21 0.09 0.07
H 0.472 -5.717 -4.190 0.11 0.44 -0.15
H 2.513 -4.592 -3.328 -0.39 0.15 -0.05
H 2.951 -4.054 -1.482 0.37 0.27 0.17
H 5.061 -4.778 -0.368 0.01 0.30 0.04
```
Positions in Å, forces in eV/Å.